[1]
Molecular formula: CH10O3S2
Method: DFT, the ωB97M-V functional and the def2-TZVPD basis

Frontier orbital gap   8.547 eV
Structure (SMILES)   CSS.O.O.O
HOMO level   -8.34 eV
Lowest unoccupied orbital energy   0.203 eV
Strongest force on any atom   2.84 eV/A
Relative energy (zero: lowest compared OMol25 entry of this formula, charge and spin)   134.4 kJ/mol
Total energy   -1066.138630 hartree

The geometry in ORCA input format:
```
! wB97M-V def2-TZVPD RIJCOSX def2/J DEFGRID3
* xyz 0 1
C -1.47847 -2.01871 0.00902
S -1.09857 -0.23554 -0.39060
S -2.61080 0.82519 0.85230
H -0.60337 -2.75322 0.10423
H -2.11420 -2.32468 -0.74435
H -2.07032 -1.89234 0.96222
H -1.94405 2.05765 0.93318
O 1.02430 1.94110 -2.35746
H 0.09035 2.00830 -2.60230
H 1.51689 2.29275 -3.19178
O 4.69690 0.30466 1.11084
H 5.37747 0.30691 0.47803
H 4.72320 1.16165 1.46410
O 1.70670 -1.69120 0.42315
H 1.34439 -0.82272 0.77182
H 2.47724 -1.79285 0.97131
*
```

Löwdin atomic charge list, values in e, 4 entries:
1 C -0.438
2 S 0.374
3 S 0.257
4 H 0.062

=====

[2]
Molecular formula: CH10O3S2
Method: DFT, the ωB97M-V functional and the def2-TZVPD basis

Frontier orbital gap (alpha / beta)   8.240 / 5.386 eV
HOMO level (alpha / beta)   -13.97 / -13.97 eV
Lowest unoccupied orbital energy (alpha / beta)   -5.733 / -8.586 eV
<S²>   0.755
Strongest force on any atom   3.03 eV/A
Relative energy (zero: lowest compared OMol25 entry of this formula, charge and spin)   193.0 kJ/mol
Total energy   -1065.809887 hartree

The geometry in ORCA input format:
```
! wB97M-V def2-TZVPD RIJCOSX def2/J DEFGRID3
* xyz 1 2
C 0.77763 0.96338 2.79389
S 0.69052 1.29962 1.05723
S 2.28292 1.67965 -0.22001
H 0.93539 1.96529 3.42581
H 1.46254 -0.02594 2.79047
H -0.19080 0.57016 3.15634
H 3.03631 0.65169 0.04187
H -2.18005 1.41470 -2.83256
H -3.05261 0.73405 -1.86358
O -2.13998 0.97267 -1.95320
H -2.06372 -1.77932 -2.08798
H -1.26473 -0.70057 -1.33852
O -1.43114 -1.67241 -1.32139
H 0.95684 -1.87953 -1.29693
H 0.91582 -1.86088 0.19927
O 1.26506 -2.33257 -0.55070
*
```

Löwdin atomic charge list, values in e, 4 entries:
1 C -0.399
2 S 0.629
3 S 0.618
4 H 0.130

=====

[3]
Molecular formula: CH11N3O3
Method: DFT, the ωB97M-V functional and the def2-TZVPD basis

Frontier orbital gap   10.308 eV
Structure (SMILES)   N=C(N)N.O.O.O
HOMO level   -9.64 eV
Lowest unoccupied orbital energy   0.665 eV
Strongest force on any atom   2.73 eV/A
Relative energy (zero: lowest compared OMol25 entry of this formula, charge and spin)   80.5 kJ/mol
Total energy   -434.690084 hartree

The geometry in ORCA input format:
```
! wB97M-V def2-TZVPD RIJCOSX def2/J DEFGRID3
* xyz 0 1
N 0.20081 0.49374 -0.47636
C 0.68214 -0.25936 0.46567
N 0.01975 -1.33793 0.95613
N 1.92493 0.04625 1.06226
H 0.72287 1.35097 -0.61309
H 0.42629 -1.50178 1.86149
H -0.87170 -1.35356 0.48919
H 2.61367 0.34595 0.38686
H 2.29870 -0.70507 1.62652
O -3.13994 -0.45277 1.52375
H -2.70204 -0.46242 0.66356
H -4.04177 -0.25026 1.28986
O 3.14483 0.55319 -1.65779
H 3.37626 0.14905 -2.49738
H 2.19018 0.43096 -1.58387
O -2.48589 0.64024 -1.10281
H -2.82801 1.46066 -1.48443
H -1.53106 0.85212 -0.90957
*
```

Löwdin atomic charge list, values in e, 4 entries:
1 N 0.062
2 C -0.572
3 N 0.163
4 N 0.120

=====

Q: The highest relative energy (zero: lowest compared OMol25 entry of this formula, charge and spin) belongs to which entry?
A: number 2

=====

Q: The highest total energy belongs to which entry?
A: CH11N3O3

=====

Q: Which value of relative energy (zero: lowest compared OMol25 entry of this formula, charge and spin) does entry 2 give?
A: 193.0 kJ/mol

=====

Copy entry 2 word for word.
Molecular formula: CH10O3S2
Method: DFT, the ωB97M-V functional and the def2-TZVPD basis

Frontier orbital gap (alpha / beta)   8.240 / 5.386 eV
HOMO level (alpha / beta)   -13.97 / -13.97 eV
Lowest unoccupied orbital energy (alpha / beta)   -5.733 / -8.586 eV
<S²>   0.755
Strongest force on any atom   3.03 eV/A
Relative energy (zero: lowest compared OMol25 entry of this formula, charge and spin)   193.0 kJ/mol
Total energy   -1065.809887 hartree

The geometry in ORCA input format:
```
! wB97M-V def2-TZVPD RIJCOSX def2/J DEFGRID3
* xyz 1 2
C 0.77763 0.96338 2.79389
S 0.69052 1.29962 1.05723
S 2.28292 1.67965 -0.22001
H 0.93539 1.96529 3.42581
H 1.46254 -0.02594 2.79047
H -0.19080 0.57016 3.15634
H 3.03631 0.65169 0.04187
H -2.18005 1.41470 -2.83256
H -3.05261 0.73405 -1.86358
O -2.13998 0.97267 -1.95320
H -2.06372 -1.77932 -2.08798
H -1.26473 -0.70057 -1.33852
O -1.43114 -1.67241 -1.32139
H 0.95684 -1.87953 -1.29693
H 0.91582 -1.86088 0.19927
O 1.26506 -2.33257 -0.55070
*
```

Löwdin atomic charge list, values in e, 4 entries:
1 C -0.399
2 S 0.629
3 S 0.618
4 H 0.130